# 1
A cluster of 2 separate species, C2H2N2OS in total, computed with ωB97M-V/def2-TZVPD.

ORCA input file:
```
! RIJCOSX wB97M-V def2-TZVPD def2/J DEFGRID3
* xyz 0 1
C -0.2729 -0.3074 -1.1956
C -1.0228 0.7325 -0.9662
N 0.2813 0.2713 1.5097
N 1.0525 -0.4565 1.8449
O 1.8430 -1.2638 2.0762
S 0.5893 -1.5467 -1.4769
H -1.4351 1.3689 -1.7795
H -1.0353 1.2016 -0.0125
*
```

For the LUMO energy, the calculation gives -0.1 eV. The structure (SMILES) is N#[N+][O-].C=C=S. For the gap between HOMO and LUMO, the calculation gives 8.54 eV. The value obtained for the HOMO energy is -8.6 eV.

natural (NBO) atomic charges, in units of e: -0.07, -0.62, -0.11, 0.45, -0.32, 0.16, 0.26, 0.26



# 2
A cluster of 2 separate species, C2H2N2OS in total, computed with ωB97M-V/def2-TZVPD.

ORCA input file:
```
! RIJCOSX wB97M-V def2-TZVPD def2/J DEFGRID3
* xyz 0 1
C 1.0342 -0.2560 1.1845
C -0.6069 -0.8131 -1.1527
N 0.4198 0.7187 1.3829
N -0.7926 0.2223 -1.7074
O -0.4874 -1.9108 -0.8091
S -0.3588 2.0237 1.5880
H 1.5020 -1.1726 1.0010
H -0.7102 1.1879 -1.4871
*
```

For the LUMO energy, the calculation gives 0.6 eV. The structure (SMILES) is C#[N+][S-].N=C=O. For the gap between HOMO and LUMO, the calculation gives 9.54 eV. The value obtained for the HOMO energy is -9.0 eV.

natural (NBO) atomic charges, in units of e: 0.12, 0.85, -0.41, -0.76, -0.53, 0.04, 0.26, 0.44



# 3
A cluster of 2 separate species, C2H2N2OS in total, computed with ωB97M-V/def2-TZVPD.

ORCA input file:
```
! RIJCOSX wB97M-V def2-TZVPD def2/J DEFGRID3
* xyz 0 1
C -0.0733 2.1989 1.4732
C 0.7998 -1.7496 -0.9291
N -0.5287 1.5645 0.5608
N -0.3678 -1.4926 -0.7804
O 1.9258 -1.9786 -1.1760
S -1.2865 1.0601 -0.7252
H 0.6989 2.2842 2.0961
H -1.1683 -1.8869 -0.5193
*
```

For the LUMO energy (alpha / beta), the calculation gives 0.0 / 0.0 eV. The structure (SMILES) is C#[N+][S-].N=C=O. For the gap between HOMO and LUMO (alpha / beta), the calculation gives 8.46 / 8.46 eV. The value obtained for the HOMO energy (alpha / beta) is -8.4 / -8.4 eV.

natural (NBO) atomic charges, in units of e: 0.09, 0.87, -0.41, -0.76, -0.53, 0.10, 0.21, 0.42



# 4
An isolated molecule of C2H2N2OS, computed with ωB97M-V/def2-TZVPD.

ORCA input file:
```
! RIJCOSX wB97M-V def2-TZVPD def2/J DEFGRID3
* xyz 0 1
C -0.5811 -0.2481 0.0175
C 1.4029 0.3055 -0.0091
H -2.4675 0.9613 -0.0102
H 2.3152 0.8777 0.0082
N 0.1231 0.8582 0.0005
N 1.4423 -1.0159 -0.0024
O 0.1024 -1.3677 -0.0012
S -2.3375 -0.3710 -0.0035
*
```

For the LUMO energy, the calculation gives 0.6 eV. The structure (SMILES) is Sc1ncno1. For the gap between HOMO and LUMO, the calculation gives 10.42 eV. The value obtained for the HOMO energy is -9.8 eV.

natural (NBO) atomic charges, in units of e: 0.37, 0.14, 0.16, 0.22, -0.52, -0.15, -0.29, 0.07



# 5
An isolated molecule of C2H2N2OS2, computed with ωB97M-V/def2-TZVPD.

ORCA input file:
```
! RIJCOSX wB97M-V def2-TZVPD def2/J DEFGRID3
* xyz 0 1
C 0.4599 -0.2323 -1.3423
C -0.8911 -0.0332 1.4193
H 1.9598 0.8106 -0.4258
H -1.1194 -0.0322 2.5019
N 0.9990 0.5381 -0.3271
N -1.3759 -0.9371 0.6719
O 0.9909 -0.4524 -2.3849
S 0.0709 1.3620 0.8737
S -1.0940 -1.0236 -0.9865
*
```

For the LUMO energy, the calculation gives -0.1 eV. The structure (SMILES) is O=C1NSC=NS1. For the gap between HOMO and LUMO, the calculation gives 9.16 eV. The value obtained for the HOMO energy is -9.3 eV.

natural (NBO) atomic charges, in units of e: 0.49, -0.08, 0.42, 0.21, -0.80, -0.56, -0.56, 0.42, 0.44



# 6
An isolated molecule of C2H2N2S3, computed with ωB97M-V/def2-TZVPD.

ORCA input file:
```
! RIJCOSX wB97M-V def2-TZVPD def2/J DEFGRID3
* xyz 0 1
C -0.3253 0.6796 0.3071
C 0.6220 -2.0016 -0.8096
H 2.0042 -1.9578 0.6214
H 1.3628 -2.8361 -1.3296
N 1.2590 -1.5025 0.4324
N -0.4204 -1.4929 -1.2716
S -0.7241 2.2952 0.6345
S 1.4056 0.2179 0.1808
S -1.3701 -0.4072 -0.2155
*
```

For the LUMO energy, the calculation gives -0.7 eV. The structure (SMILES) is S=C1SN=CNS1. For the gap between HOMO and LUMO, the calculation gives 8.02 eV. The value obtained for the HOMO energy is -8.7 eV.

natural (NBO) atomic charges, in units of e: -0.62, 0.28, 0.37, 0.20, -0.76, -0.58, -0.04, 0.50, 0.66



# 7
The ion C2H2N3O with charge +1, computed with ωB97M-V/def2-TZVPD.

ORCA input file:
```
! RIJCOSX wB97M-V def2-TZVPD def2/J DEFGRID3
* xyz 1 1
C -1.0505 0.4361 0.0623
C 1.8452 -0.3469 0.1708
N 0.0849 1.1566 0.0000
N 1.2163 0.7545 0.0359
N -0.9720 -0.8059 -0.2410
O 2.7250 -1.0213 0.1984
H -1.9107 0.9767 0.1550
H -1.9381 -1.1498 -0.3814
*
```

For the LUMO energy (alpha / beta), the calculation gives -8.7 / -8.7 eV. The structure (SMILES) is [H]/N=C/N=[N+]=C=O. For the gap between HOMO and LUMO (alpha / beta), the calculation gives 8.13 / 8.12 eV. The value obtained for the HOMO energy (alpha / beta) is -16.8 / -16.8 eV.

natural (NBO) atomic charges, in units of e: 0.15, 0.91, 0.11, -0.16, -0.42, -0.21, 0.22, 0.40



# 8
A cluster of 2 separate species, C2H2N3O2 in total, computed with ωB97M-V/def2-TZVPD.

ORCA input file:
```
! RIJCOSX wB97M-V def2-TZVPD def2/J DEFGRID3
* xyz 1 1
C -2.0608 -1.1487 0.3303
C 3.4521 0.3041 -0.2431
N 2.3257 -0.1796 -0.3182
N 1.1997 -0.4823 -0.0918
N -2.2963 -0.0193 0.2016
O 4.5186 0.7060 -0.2768
O -2.4902 1.0376 -0.4247
H -1.6315 -1.9848 0.9143
H -3.0173 1.7671 -0.0916
*
```

For the LUMO energy (alpha / beta), the calculation gives -5.8 / -5.8 eV. For the gap between HOMO and LUMO (alpha / beta), the calculation gives 5.91 / 5.88 eV. The value obtained for the HOMO energy (alpha / beta) is -11.7 / -11.7 eV.

natural (NBO) atomic charges, in units of e: 0.37, 0.78, -0.28, -0.12, 0.12, -0.38, -0.39, 0.32, 0.56



# 9
The ion C2H2N3O3 with charge -1, computed with ωB97M-V/def2-TZVPD.

ORCA input file:
```
! RIJCOSX wB97M-V def2-TZVPD def2/J DEFGRID3
* xyz -1 1
C -0.6338 1.0401 -0.0364
C -1.2804 -1.0038 -0.0746
N -1.5490 0.2670 -0.3296
N 0.4891 0.0115 0.8359
N 1.8310 0.0622 0.2353
O -0.3217 2.1858 -0.1997
O -1.9634 -1.9821 -0.3476
O -0.1163 -1.1869 0.6001
H 1.8785 1.0237 -0.0035
H 1.6658 -0.4174 -0.6800
*
```

For the LUMO energy, the calculation gives 4.2 eV. The structure (SMILES) is Nn1oc([O-])nc1=O. For the gap between HOMO and LUMO, the calculation gives 8.29 eV. The value obtained for the HOMO energy is -4.1 eV.

natural (NBO) atomic charges, in units of e: 0.75, 0.84, -0.70, -0.15, -0.68, -0.67, -0.67, -0.39, 0.35, 0.31



# 10
A cluster of 2 separate species, C2H2N3P in total, computed with ωB97M-V/def2-TZVPD.

ORCA input file:
```
! RIJCOSX wB97M-V def2-TZVPD def2/J DEFGRID3
* xyz 0 1
C -0.2406 1.5034 -0.8524
C 0.5946 0.8006 1.2630
N -0.6065 2.1956 -1.7108
N 0.9029 0.9973 2.3641
N 0.0852 0.6532 0.0875
P 0.0086 -1.7284 -0.7953
H -1.3197 -2.2323 -0.6411
H 0.5756 -2.1895 0.2849
*
```

For the LUMO energy (alpha / beta), the calculation gives -3.4 / -3.4 eV. For the gap between HOMO and LUMO (alpha / beta), the calculation gives 6.39 / 6.40 eV. The value obtained for the HOMO energy (alpha / beta) is -9.8 / -9.8 eV.

natural (NBO) atomic charges, in units of e: 0.41, 0.40, -0.35, -0.35, -0.64, 0.61, -0.02, -0.06



Values for energy relative to the best compared isomer or geometry (same formula, charge and spin), kcal/mol, ordered as above
73.9 40.1 60.1 25.3 0.7 60.9 67.7 91.4 0.0 88.0
Values for strongest force on any atom, eV/A, ordered as above
2.47 4.50 6.39 1.71 1.31 9.78 4.23 3.22 5.51 4.32